{
  "formula": "C31H55O5SSiZn",
  "method": "ωB97M-V with the def2-TZVPD basis set",
  "homo_ev": -4.28,
  "e_above_lowest_kcal_mol": 13.11,
  "charge": -1,
  "homo_lumo_gap_ev": 6.59,
  "e_tot_ev": -110411.3893,
  "symbols": ["O", "C", "C", "H", "H", "C", "H", "H", "C", "H", "H", "H", "C", "H", "H", "H", "Zn", "C", "C", "C", "H", "C", "C", "H", "H", "H", "H", "C", "C", "C", "H", "C", "C", "H", "H", "H", "H", "O", "C", "C", "H", "H", "C", "H", "H", "C", "H", "H", "H", "H", "C", "C", "C", "C", "O", "Si", "S", "O", "C", "C", "C", "C", "O", "C", "C", "C", "C", "H", "H", "H", "H", "H", "H", "H", "H", "H", "H", "H", "H", "H", "H", "H", "H", "H", "H", "H", "H", "H", "H", "H", "H", "H", "H", "H"],
  "xyz": [[-1.5254, -4.6277, -3.3211], [-2.7078, -5.4339, -3.1216], [-2.4793, -6.2879, -4.3640], [-3.6029, -4.8168, -3.1398], [-2.6444, -6.0128, -2.1940], [-1.1693, -5.4846, -4.4504], [-3.1536, -6.0992, -5.2071], [-2.3036, -7.3495, -4.1951], [-1.0032, -4.8240, -5.7974], [-1.8658, -4.2197, -6.0846], [-0.8827, -5.6156, -6.5600], [-0.1111, -4.1905, -5.8317], [0.0644, -6.2402, -4.0125], [-0.2026, -6.8999, -3.1807], [0.8053, -5.5025, -3.6648], [0.4824, -6.8400, -4.8280], [-0.3499, -0.3256, 0.0382], [1.6556, -0.7589, 2.0958], [0.2451, -0.9316, 2.1783], [-0.1247, -2.0413, 1.3151], [-0.4341, -0.4002, 2.8616], [1.1149, -2.5738, 0.7750], [2.1745, -1.7593, 1.2317], [3.2325, -1.9037, 1.0185], [2.2305, -0.0199, 2.6593], [-1.0901, -2.5542, 1.3312], [1.2142, -3.4791, 0.1799], [1.2185, 1.1598, -0.6182], [2.2326, 0.4061, -1.2900], [1.7349, 0.0077, -2.5426], [3.2339, 0.2041, -0.9173], [0.4335, 0.5691, -2.7229], [0.0617, 1.2134, -1.4944], [-0.8127, 1.8578, -1.3385], [1.3761, 1.7713, 0.2767], [2.2926, -0.5872, -3.2647], [-0.1286, 0.6105, -3.6681], [-1.7535, -2.2505, -4.3859], [-0.7955, -2.2332, -3.3196], [-1.4953, -2.3879, -1.9647], [-0.3218, -1.2435, -3.3708], [0.0000, -2.9828, -3.4732], [-2.9969, -2.3515, -2.2987], [-1.2854, -1.5179, -1.3169], [-1.1171, -3.2877, -1.4690], [-3.0409, -1.9830, -3.7777], [-3.5272, -1.6085, -1.6945], [-3.4416, -3.3285, -2.1099], [-3.2432, -0.8936, -3.8412], [-3.8043, -2.5295, -4.3522], [-3.4396, 4.2776, 3.2351], [-2.2101, 5.0588, 2.7996], [-2.2927, 5.3326, 1.3063], [-2.1679, 6.3808, 3.5621], [-1.0155, 4.3184, 3.1303], [-0.2536, 3.0641, 2.3190], [-1.5084, 1.7191, 1.4626], [0.7866, 3.7894, 1.2368], [1.8336, 4.7993, 1.3805], [2.8058, 4.6078, 0.2192], [1.2323, 6.1991, 1.3019], [2.5727, 4.6419, 2.7022], [0.7063, 2.3462, 3.4805], [0.4313, 2.1971, 4.8935], [1.3612, 1.1147, 5.4263], [0.7330, 3.4989, 5.6243], [-1.0123, 1.7845, 5.1482], [-4.3386, 4.8607, 2.9883], [-3.4275, 4.1213, 4.3200], [-3.4914, 3.3100, 2.7220], [-3.1882, 5.9426, 1.1220], [-1.4170, 5.8942, 0.9617], [-2.3811, 4.4021, 0.7329], [-2.1024, 6.2120, 4.6441], [-1.3194, 7.0026, 3.2504], [-3.0922, 6.9391, 3.3596], [3.5928, 5.3739, 0.2607], [2.2904, 4.7018, -0.7439], [3.2823, 3.6215, 0.2628], [0.5583, 6.3881, 2.1473], [2.0267, 6.9601, 1.3368], [0.6894, 6.3362, 0.3587], [1.9156, 4.8690, 3.5505], [2.9713, 3.6265, 2.8103], [3.4198, 5.3438, 2.7459], [2.4097, 1.3912, 5.2647], [1.1912, 0.9953, 6.5048], [1.1692, 0.1513, 4.9429], [0.0680, 4.3049, 5.2938], [0.5778, 3.3419, 6.7004], [1.7731, 3.8029, 5.4619], [-1.6991, 2.6208, 4.9782], [-1.3073, 0.9406, 4.5160], [-1.1153, 1.4801, 6.1997]],
  "forces_ev_per_angstrom": [[-1.01, -1.58, -0.64], [-0.20, -0.17, 0.32], [0.47, 0.24, 0.07], [-0.13, -0.17, 0.06], [-0.13, 0.22, 0.08], [0.33, -0.26, -0.42], [0.09, -0.15, 0.30], [-0.31, -0.01, -0.06], [0.36, 0.28, -0.36], [0.09, 0.00, 0.21], [-0.01, 0.19, 0.35], [-0.13, 0.02, -0.01], [0.20, -0.01, -0.05], [0.21, 0.08, -0.02], [-0.13, -0.35, -0.15], [0.01, 0.04, 0.12], [0.86, 1.25, 0.85], [-1.03, -0.53, 0.24], [0.95, -0.17, 0.68], [0.37, 0.21, -0.21], [0.48, -0.27, -0.68], [0.38, 0.76, 0.28], [-0.72, -0.65, 0.33], [-0.32, 0.05, -0.13], [-0.29, -0.16, -0.40], [0.36, 0.11, 0.08], [-0.09, 0.34, -0.05], [0.96, -0.49, -0.24], [-0.93, 0.45, 0.23], [-0.57, 0.98, -0.37], [-0.34, -0.06, 0.06], [0.81, 0.03, 0.38], [0.02, 0.00, -0.69], [0.56, -0.21, -0.10], [-0.30, -0.48, -0.41], [-0.23, 0.14, 0.08], [0.18, -0.18, 0.71], [-1.08, -0.16, 0.96], [1.00, 1.23, -0.19], [0.14, 0.29, -0.29], [-0.12, -0.74, 0.18], [-0.53, 0.22, -0.09], [0.23, -0.51, 0.22], [0.07, -0.39, -0.44], [-0.47, 0.28, 0.12], [0.37, 0.56, -0.64], [0.05, -0.15, -0.10], [-0.08, 0.29, 0.08], [-0.01, -0.43, -0.23], [0.17, 0.17, 0.13], [-0.32, -0.11, 0.09], [0.39, -0.36, -0.01], [-0.12, 0.24, -0.31], [0.06, 0.15, 0.08], [-0.37, 0.24, -0.02], [0.50, 0.42, 0.29], [-0.78, -0.18, -0.55], [0.55, 0.48, 0.12], [-0.43, -0.50, 0.04], [0.06, -0.11, -0.15], [-0.14, 0.27, 0.01], [0.26, 0.07, 0.26], [-0.14, 0.30, 0.61], [0.11, 0.03, -0.52], [0.10, -0.20, 0.01], [-0.06, 0.26, 0.23], [-0.31, -0.06, 0.26], [0.12, -0.15, 0.06], [0.01, -0.05, -0.14], [0.08, 0.18, 0.14], [0.15, -0.09, -0.08], [-0.20, -0.18, 0.05], [0.10, 0.16, 0.15], [0.04, -0.03, -0.19], [-0.12, -0.17, 0.05], [0.19, -0.07, 0.06], [-0.15, -0.14, 0.03], [0.02, -0.09, 0.19], [-0.15, 0.13, -0.02], [0.08, -0.13, -0.23], [-0.10, -0.24, 0.00], [0.04, -0.08, 0.19], [0.11, -0.16, -0.23], [-0.19, 0.16, 0.02], [-0.19, -0.10, -0.09], [-0.15, -0.05, -0.02], [0.10, 0.01, -0.18], [0.04, 0.15, -0.02], [0.15, -0.18, -0.02], [0.07, 0.08, -0.13], [-0.15, -0.09, 0.05], [0.11, -0.20, -0.12], [0.07, 0.19, 0.04], [0.00, 0.05, -0.17]]
}